[1]
16
Properties=species:S:1:pos:R:3:mulliken_charge:R:1 method="wB97M-V/def2-TZVPD" total_energy_ev=-10233.7282 e_homo_ev="-6.76 / -6.69" e_above_lowest_kcal_mol=104.1 total_charge=0 molar_mass_da=112.1
C 1.36732 0.64622 0.55698 -0.17
C -1.97466 -1.46297 -0.57808 -0.99
N 1.25081 0.12587 -0.69882 -0.25
N 2.08246 1.78260 0.79518 -0.43
C 0.41915 -1.00105 -0.75508 -0.43
N -0.85402 -0.52568 -0.60115 0.09
C -0.98391 0.59794 0.43369 0.26
N -1.73535 1.38350 0.86525 -0.59
H 1.02584 0.82467 -1.40389 0.31
H 1.32163 -0.07483 1.36615 0.33
H 1.96132 2.54493 0.14346 0.23
H 2.13112 2.08207 1.75633 0.27
H 0.76022 -1.82878 -0.12481 0.34
H -1.90485 -2.17907 0.24907 0.32
H -2.90114 -0.90058 -0.48877 0.36
H -1.96594 -2.01483 -1.51554 0.33

=====

[2]
16
Properties=species:S:1:pos:R:3:mulliken_charge:R:1 method="wB97M-V/def2-TZVPD" total_energy_ev=-10229.7664 e_homo_ev=-8.46 e_above_lowest_kcal_mol=195.5 total_charge=0 molar_mass_da=112.1
C -0.29852 -1.48379 -0.50126 -0.59
C 0.16951 -1.41347 0.98520 -0.55
C 0.04399 -0.02054 1.65867 -0.16
C 0.42037 1.18289 0.85596 -0.21
H -0.69293 0.96794 -0.05018 0.30
H -2.44556 0.83407 -0.99249 0.27
H -0.44874 -2.56967 -0.83611 0.31
H 0.33029 -2.18625 1.48531 0.68
H -0.13291 0.14529 2.79324 0.29
H 0.24021 2.03655 1.54725 0.29
H 1.52606 1.16592 -1.82889 0.31
H 1.05725 -0.59058 -1.19901 0.41
N -1.72743 0.37776 -0.29231 -0.41
N -1.13511 -0.66586 -1.05831 -0.29
N 1.17503 1.34716 -0.25887 -0.36
N 1.48098 0.45610 -1.09201 -0.31